This record from OMol25 describes a molecular structure, C2H3BrClP in a non-equilibrium geometry. The level of theory is wB97M-V/def2-TZVPD.

Results
energy above the lowest of the compared OMol25 structures with the same formula, charge and spin: 2.129 eV
molecular weight: 173.4 g/mol

Positions of all 8 atoms, in Å:
C  -0.60  -0.27  -0.01
C  0.85  0.99  0.30
P  0.00  -1.82  -0.18
Cl  2.16  0.08  -0.37
Br  -2.42  0.34  -0.28
H  0.64  1.09  1.47
H  0.59  1.89  -0.23
H  -1.22  -2.30  -0.70

This record from OMol25 describes 2 unconnected molecules or ions with the total composition C29H29N5O7 in a non-equilibrium geometry. The level of theory is wB97M-V/def2-TZVPD.

Results
energy above the lowest of the compared OMol25 structures with the same formula, charge and spin: 3.799 eV
molecular weight: 559.6 g/mol

Positions of all 70 atoms, in Å:
O  -3.69  3.04  -4.54
N  -4.10  1.92  -4.22
O  -5.28  1.69  -3.94
C  -3.14  0.82  -4.20
C  -3.60  -0.48  -4.14
C  -2.70  -1.53  -4.27
C  -1.36  -1.28  -4.43
C  -0.86  0.05  -4.43
C  0.51  0.29  -4.54
N  1.13  1.54  -4.42
O  2.36  1.60  -4.56
O  0.44  2.55  -4.18
C  -1.81  1.09  -4.32
H  -4.65  -0.67  -4.01
H  -3.07  -2.54  -4.26
H  -0.68  -2.09  -4.58
H  1.17  -0.54  -4.71
H  -1.49  2.11  -4.37
C  -0.25  0.47  5.41
N  -0.24  -0.06  4.05
C  -1.23  -0.93  3.65
O  -2.15  -1.31  4.34
C  -0.95  -1.30  2.21
C  -2.12  -0.95  1.29
C  -3.41  -1.62  1.68
C  -4.48  -0.88  2.15
C  -5.65  -1.50  2.54
C  -5.76  -2.87  2.47
C  -4.69  -3.62  2.03
C  -3.52  -3.00  1.64
N  0.30  -0.58  1.81
C  0.89  -0.75  0.60
C  2.05  -0.10  0.21
C  2.69  -0.22  -1.00
C  3.90  0.47  -1.30
C  4.51  1.31  -0.36
C  5.68  1.98  -0.64
N  6.26  2.83  0.38
O  7.32  3.43  0.13
O  5.68  2.93  1.48
C  6.28  1.82  -1.88
C  5.70  1.00  -2.83
C  4.53  0.33  -2.55
C  0.78  0.23  2.99
C  0.76  1.72  2.68
C  2.15  -0.25  3.48
H  -1.13  0.10  5.92
H  0.64  0.15  5.96
H  -0.29  1.56  5.39
H  -0.75  -2.37  2.17
H  -2.27  0.14  1.29
H  -1.88  -1.22  0.25
H  -4.39  0.19  2.24
H  -6.47  -0.91  2.92
H  -6.67  -3.36  2.78
H  -4.76  -4.70  2.01
H  -2.69  -3.59  1.30
H  0.42  -1.42  -0.10
H  2.48  0.56  0.93
H  2.28  -0.87  -1.75
H  4.09  1.47  0.62
H  7.19  2.35  -2.08
H  6.17  0.89  -3.79
H  4.08  -0.30  -3.29
H  -0.25  2.03  2.42
H  1.09  2.30  3.54
H  1.41  1.97  1.84
H  2.09  -1.29  3.79
H  2.92  -0.17  2.72
H  2.46  0.33  4.35

This record from OMol25 describes 13 unconnected molecules or ions with the total composition C5H36N2O12 in a non-equilibrium geometry. The level of theory is wB97M-V/def2-TZVPD.

Results
energy above the lowest of the compared OMol25 structures with the same formula, charge and spin: 4.755 eV
molecular weight: 316.3 g/mol

Positions of all 55 atoms, in Å:
C  -0.16  0.87  -0.43
C  0.81  -0.09  0.25
C  1.76  0.62  1.20
C  1.53  1.91  1.42
N  -1.30  0.09  -0.95
C  -1.76  0.56  -2.27
N  -0.86  -0.11  -3.35
H  0.26  1.54  -1.15
H  -0.60  1.62  0.19
H  0.27  -0.95  0.75
H  1.34  -0.57  -0.60
H  2.68  0.21  1.70
H  1.92  2.59  2.18
H  0.85  2.45  0.80
H  -1.01  -0.88  -0.80
H  -1.65  1.64  -2.25
H  -2.82  0.28  -2.46
H  -0.65  -1.04  -3.00
H  0.01  0.41  -3.31
H  1.69  -0.47  -2.84
H  2.56  -1.28  -2.03
O  1.85  -1.40  -2.65
H  -3.93  -2.19  -0.06
H  -2.51  -1.93  0.71
O  -3.45  -2.05  0.81
H  1.53  3.24  -1.66
H  0.40  3.09  -2.72
O  1.25  2.81  -2.44
H  -2.82  -2.08  -2.70
H  -2.64  -3.13  -1.57
O  -3.31  -2.60  -2.08
H  -3.72  1.88  1.42
H  -2.68  1.29  0.31
O  -2.83  1.92  1.00
H  -0.16  -3.29  -1.81
H  0.07  -2.68  -0.52
O  -0.67  -2.83  -1.11
H  1.06  -4.49  0.49
H  1.79  -3.40  1.31
O  1.20  -3.59  0.51
H  1.55  -2.11  3.32
H  3.03  -2.20  2.87
O  2.17  -2.70  2.91
H  -2.05  0.27  2.23
H  -1.83  1.63  2.98
O  -1.57  0.76  2.91
H  0.39  0.82  3.38
H  0.55  0.24  4.73
O  1.05  0.40  3.93
H  -1.21  3.39  -0.19
H  -0.13  4.47  0.16
O  -0.37  3.86  -0.51
H  4.46  1.55  0.90
H  4.48  0.99  -0.41
O  4.20  0.67  0.49

This record from OMol25 describes a single C13H26N2 molecule in a non-equilibrium geometry. The level of theory is wB97M-V/def2-TZVPD.

Results
energy above the lowest of the compared OMol25 structures with the same formula, charge and spin: 1.883 eV
molecular weight: 210.4 g/mol
structure (SMILES): NC1(CC2(N)CCCCC2)CCCCC1

Positions of all 41 atoms, in Å:
N  0.29  0.09  2.53
N  -2.05  -0.42  0.30
C  3.53  -1.06  1.87
C  -2.51  0.46  -3.31
C  2.19  -1.93  1.65
C  3.31  0.35  2.25
C  -1.62  -0.67  -2.81
C  -3.29  0.95  -2.11
C  1.19  -1.24  0.72
C  2.20  1.02  1.38
C  -0.67  -0.37  -1.65
C  -2.18  1.50  -1.13
C  -0.04  1.08  0.37
C  0.89  0.18  1.27
C  -1.19  0.42  -0.51
H  0.68  -0.66  3.07
H  -0.73  -0.08  2.42
H  -2.79  -0.90  -0.24
H  -2.38  0.15  1.10
H  4.13  -1.33  2.66
H  4.04  -1.16  0.95
H  -3.29  0.03  -4.04
H  -1.95  1.23  -3.77
H  2.55  -2.88  1.36
H  1.61  -2.16  2.57
H  4.20  0.92  2.02
H  3.16  0.35  3.26
H  -2.26  -1.55  -2.58
H  -0.99  -1.04  -3.69
H  -3.99  1.76  -2.49
H  -3.89  0.10  -1.67
H  1.49  -1.15  -0.34
H  0.35  -1.91  0.75
H  2.57  1.07  0.38
H  1.94  2.02  1.74
H  0.17  0.28  -1.92
H  -0.35  -1.27  -1.14
H  -1.60  2.29  -1.64
H  -2.73  2.01  -0.33
H  0.58  1.75  -0.39
H  -0.58  1.76  1.11

This record from OMol25 describes 2 unconnected molecules or ions with the total composition C4H6FN. The level of theory is wB97M-V/def2-TZVPD.

Results
energy above the lowest of the compared OMol25 structures with the same formula, charge and spin: 0.707 eV
molecular weight: 87.1 g/mol
structure (SMILES): C=CF.CC#N

Positions of all 12 atoms, in Å:
C  2.14  0.55  -0.31
C  -2.20  -0.65  -1.10
C  -0.98  -1.14  -1.03
C  1.92  0.75  1.09
N  2.31  0.43  -1.44
F  -0.37  -1.32  0.15
H  -2.75  -0.38  -0.22
H  -2.69  -0.51  -2.05
H  -0.36  -1.44  -1.86
H  2.87  0.93  1.59
H  1.45  -0.13  1.51
H  1.27  1.61  1.23

This record from OMol25 describes a molecular structure, C23H48F6N11O4OsS2. The level of theory is wB97M-V/def2-TZVPD.

Results
energy above the lowest of the compared OMol25 structures with the same formula, charge and spin: 0.000 eV
charge: +3
molecular weight: 911.1 g/mol

Positions of all 95 atoms, in Å:
Os  -0.14  0.12  -0.15
C  -1.35  0.18  -4.98
N  -0.15  -0.45  -4.40
C  0.76  -0.97  -5.44
C  0.11  -0.57  -3.11
N  -0.42  0.24  -2.17
C  -1.05  1.51  -2.60
C  -1.11  2.44  -1.42
N  -1.54  1.66  -0.23
C  -1.34  2.40  1.05
C  -1.19  1.38  2.15
N  -0.04  0.51  1.82
C  0.79  0.19  2.87
N  0.28  0.09  4.10
C  -1.04  -0.48  4.40
C  1.06  0.45  5.30
N  2.09  -0.05  2.69
C  2.79  -1.07  3.49
C  3.00  0.96  2.12
C  -2.93  1.11  -0.37
C  -2.89  -0.37  -0.69
N  -1.78  -0.90  0.12
C  -1.92  -2.05  0.86
N  -3.12  -2.58  1.10
C  -4.30  -1.78  1.46
C  -3.33  -4.03  1.18
N  -0.83  -2.63  1.38
C  0.49  -2.52  0.79
C  -0.90  -3.41  2.62
N  0.91  -1.64  -2.67
C  2.38  -1.47  -2.67
C  0.48  -2.94  -3.22
H  -1.52  -0.31  -5.94
H  -1.21  1.24  -5.16
H  -2.21  -0.01  -4.36
H  0.90  -0.18  -6.17
H  0.32  -1.83  -5.94
H  1.73  -1.23  -5.03
H  -2.04  1.34  -3.02
H  -0.44  2.00  -3.36
H  -1.80  3.27  -1.61
H  -0.14  2.86  -1.19
H  -2.19  3.06  1.25
H  -0.44  3.01  0.95
H  -2.10  0.77  2.21
H  -1.07  1.89  3.11
H  -1.49  -0.87  3.49
H  -1.70  0.26  4.85
H  -0.91  -1.30  5.10
H  1.92  1.05  5.01
H  1.37  -0.43  5.85
H  0.41  1.05  5.94
H  2.08  -1.80  3.87
H  3.34  -0.63  4.32
H  3.50  -1.57  2.83
H  2.43  1.77  1.67
H  3.66  0.50  1.39
H  3.61  1.36  2.93
H  -3.47  1.67  -1.14
H  -3.45  1.29  0.57
H  -2.63  -0.52  -1.74
H  -3.84  -0.85  -0.53
H  -4.03  -0.74  1.60
H  -4.70  -2.16  2.40
H  -5.09  -1.86  0.71
H  -2.47  -4.56  0.78
H  -4.20  -4.27  0.57
H  -3.52  -4.36  2.20
H  1.00  -1.57  1.05
H  0.45  -2.64  -0.28
H  1.12  -3.31  1.20
H  -1.86  -3.26  3.11
H  -0.11  -3.05  3.29
H  -0.75  -4.47  2.44
H  2.64  -0.43  -2.85
H  2.83  -2.07  -3.46
H  2.80  -1.78  -1.72
H  -0.61  -3.01  -3.22
H  0.89  -3.74  -2.60
H  0.85  -3.12  -4.24
F  4.32  0.27  -0.92
C  4.17  1.54  -1.30
F  4.80  2.31  -0.45
F  4.59  1.67  -2.52
S  2.30  1.94  -1.28
O  1.75  0.71  -0.51
O  1.86  1.93  -2.64
N  1.91  3.09  -0.32
S  2.65  4.55  -0.64
O  3.42  4.40  -1.84
O  3.18  5.11  0.55
C  1.14  5.52  -1.08
F  0.20  5.30  -0.15
F  1.42  6.79  -1.16
F  0.66  5.07  -2.25

This record from OMol25 describes a single C10H9NO2 molecule in a non-equilibrium geometry. The level of theory is wB97M-V/def2-TZVPD.

Results
energy above the lowest of the compared OMol25 structures with the same formula, charge and spin: 5.004 eV
molecular weight: 175.2 g/mol
structure (SMILES): OCc1ccc(O)c2ncccc12

Positions of all 22 atoms, in Å:
C  0.12  2.54  0.72
C  -0.43  1.09  0.61
C  -1.33  0.49  1.40
C  -1.58  -0.91  1.72
C  -1.14  -1.69  0.68
C  -0.30  -1.17  -0.37
C  1.13  -1.81  -1.97
C  1.92  -0.62  -2.07
C  1.33  0.48  -1.39
C  0.24  0.27  -0.32
H  0.17  3.31  2.31
H  -0.05  2.85  -0.52
H  1.31  2.52  0.96
H  -1.64  1.06  2.09
H  -2.25  -1.28  2.46
H  -1.04  -3.33  -0.13
H  1.46  -2.58  -2.87
H  2.52  -0.83  -3.02
H  1.51  1.59  -1.39
N  0.18  -2.12  -1.15
O  -0.67  3.19  1.61
O  -1.47  -3.04  0.64

This record from OMol25 describes a molecular structure, C36H61BLuN11O6S2 in a non-equilibrium geometry. The level of theory is wB97M-V/def2-TZVPD.

Results
charge: -2
molecular weight: 993.9 g/mol

Positions of all 118 atoms, in Å:
Lu  -0.13  -1.11  -1.16
C  -2.67  -1.41  -4.04
C  -3.50  -0.39  -3.26
C  -3.08  1.01  -3.66
C  -3.54  -0.58  -1.78
C  -4.64  -1.06  -1.10
C  -4.21  -1.24  0.18
C  -4.90  -2.08  1.21
C  -6.39  -2.06  1.13
C  -4.35  -3.50  1.09
N  -2.95  -0.72  0.28
N  -2.52  -0.37  -0.98
B  -2.07  -0.53  1.53
N  -1.11  -1.72  1.86
N  0.06  -1.93  1.15
C  0.80  -2.81  1.82
C  0.10  -3.20  2.96
C  -1.08  -2.50  2.97
C  -2.16  -2.58  4.01
C  -2.64  -4.04  4.23
C  -1.60  -1.99  5.29
C  2.21  -3.28  1.50
C  3.07  -2.10  1.93
C  2.45  -3.83  0.12
N  -1.32  0.80  1.37
N  -0.41  0.97  0.36
C  -0.20  2.24  0.21
C  -0.93  2.96  1.14
C  -1.67  2.04  1.84
C  -2.79  2.26  2.82
C  -2.39  1.81  4.24
C  -3.12  3.75  2.84
C  0.46  2.76  -1.03
C  -0.58  2.97  -2.16
C  1.24  4.02  -0.76
H  -2.46  -0.99  -5.01
H  -1.66  -1.58  -3.66
H  -3.16  -2.40  -4.13
H  -4.51  -0.48  -3.58
H  -2.22  1.25  -3.03
H  -2.80  1.01  -4.69
H  -3.88  1.73  -3.50
H  -5.58  -1.45  -1.49
H  -4.59  -1.71  2.20
H  -6.80  -2.70  0.33
H  -6.88  -2.36  2.08
H  -6.76  -1.06  0.87
H  -4.37  -3.90  0.08
H  -3.28  -3.49  1.36
H  -4.91  -4.14  1.84
H  -2.83  -0.39  2.49
H  0.39  -3.94  3.69
H  -3.03  -2.02  3.69
H  -1.91  -4.64  4.73
H  -3.47  -4.03  4.93
H  -2.97  -4.56  3.28
H  -0.74  -2.60  5.56
H  -1.33  -0.95  5.23
H  -2.37  -2.07  6.09
H  2.34  -4.02  2.27
H  2.82  -1.21  1.35
H  2.88  -1.85  2.98
H  4.13  -2.33  1.80
H  2.63  -3.04  -0.59
H  3.28  -4.53  0.05
H  1.56  -4.27  -0.31
H  -0.98  4.04  1.23
H  -3.68  1.70  2.48
H  -1.37  2.21  4.48
H  -3.09  2.30  4.91
H  -2.48  0.75  4.48
H  -2.19  4.25  3.15
H  -3.48  4.07  1.87
H  -3.89  3.92  3.59
H  1.13  1.98  -1.34
H  -0.95  4.01  -2.22
H  -0.11  2.76  -3.10
H  -1.45  2.36  -1.99
H  0.55  4.80  -0.36
H  2.08  3.92  -0.03
H  1.62  4.42  -1.73
O  -0.78  -5.19  -1.21
S  -1.16  -3.92  -1.81
O  -1.82  -4.14  -3.09
O  0.08  -3.00  -2.05
O  -1.92  -3.03  -0.85
N  2.93  1.98  1.92
C  4.15  1.43  2.45
C  5.37  1.19  1.53
C  5.98  2.53  1.00
N  5.10  3.06  -0.06
H  2.54  1.49  1.12
H  3.17  2.94  1.58
H  3.88  0.47  2.89
H  4.57  2.09  3.27
H  5.12  0.57  0.69
H  6.09  0.61  2.13
H  7.00  2.30  0.67
H  6.04  3.24  1.84
H  4.65  2.38  -0.66
H  5.57  3.74  -0.63
C  5.41  2.15  -4.91
C  5.85  1.62  -6.14
C  5.59  2.34  -7.29
N  5.09  3.58  -7.32
C  4.66  4.04  -6.16
C  4.74  3.38  -4.95
H  5.47  1.58  -3.97
H  6.43  0.70  -6.21
H  6.06  1.97  -8.24
H  4.22  5.07  -6.20
H  4.31  3.78  -4.07
O  1.54  0.06  -4.86
C  0.85  0.12  -3.89
N  0.18  0.13  -2.90
O  4.54  -1.51  -1.75
S  3.63  -0.43  -1.24
N  2.18  -0.64  -1.12

This record from OMol25 describes a molecular structure, C3H2IN2 in a non-equilibrium geometry. The level of theory is wB97M-V/def2-TZVPD.

Results
energy above the lowest of the compared OMol25 structures with the same formula, charge and spin: 1.756 eV
charge: +1
molecular weight: 193.0 g/mol

Positions of all 8 atoms, in Å:
C  0.44  2.35  -0.02
C  0.04  0.33  0.10
C  1.67  0.76  -0.02
N  -0.57  1.62  0.07
N  1.70  2.08  -0.02
I  3.50  -0.16  -0.08
H  -0.26  -0.09  -0.79
H  -0.36  -0.34  0.97

This record from OMol25 describes 2 unconnected molecules or ions with the total composition C5H13NO in a non-equilibrium geometry. The level of theory is wB97M-V/def2-TZVPD.

Results
energy above the lowest of the compared OMol25 structures with the same formula, charge and spin: 1.511 eV
spin multiplicity: 2
charge: +1
molecular weight: 103.2 g/mol

Positions of all 20 atoms, in Å:
C  -1.63  -1.44  0.43
C  -0.60  -1.59  -0.75
C  0.56  -0.64  -0.69
C  0.97  -0.05  0.51
N  1.70  1.15  0.49
C  1.31  -0.45  -1.97
H  -1.78  -2.29  1.05
H  -1.49  -0.53  0.99
H  -2.59  -1.45  -0.09
H  -0.33  -2.64  -0.87
H  -1.20  -1.41  -1.67
H  0.45  -0.27  1.44
H  2.64  0.95  0.16
H  1.58  1.42  1.46
H  1.55  0.60  -2.14
H  0.70  -0.79  -2.80
H  2.24  -1.03  -2.02
H  -1.09  3.08  1.60
H  -1.46  3.52  2.89
O  -1.55  3.84  1.98

This record from OMol25 describes 5 unconnected molecules or ions with the total composition H10O5 in a non-equilibrium geometry. The level of theory is wB97M-V/def2-TZVPD.

Results
energy above the lowest of the compared OMol25 structures with the same formula, charge and spin: 1.077 eV
molecular weight: 90.1 g/mol
structure (SMILES): O.O.O.O.O

Positions of all 15 atoms, in Å:
O  -1.90  -1.00  0.71
H  -2.43  -1.33  -0.01
H  -1.07  -1.30  0.41
O  0.79  0.49  0.88
H  1.51  0.79  0.26
H  0.13  1.13  0.67
O  2.44  1.30  -1.22
H  3.41  1.37  -1.14
H  2.34  0.60  -1.84
O  0.91  -2.23  0.93
H  0.39  -2.38  0.12
H  0.94  -1.30  1.04
O  -2.19  1.42  -0.42
H  -3.03  1.88  -0.41
H  -2.23  0.57  0.02

This record from OMol25 describes 2 unconnected molecules or ions with the total composition C7H21N2OPSi in a non-equilibrium geometry. The level of theory is wB97M-V/def2-TZVPD.

Results
energy above the lowest of the compared OMol25 structures with the same formula, charge and spin: 1.983 eV
molecular weight: 208.3 g/mol

Positions of all 33 atoms, in Å:
C  -1.17  -1.65  -0.62
C  -1.30  -0.82  -2.87
C  2.10  -2.72  -2.23
C  2.41  -0.85  -3.88
C  -0.15  1.33  4.88
C  -1.40  0.47  2.18
C  -0.95  3.51  2.73
N  -0.65  -1.17  -1.65
N  1.96  -1.28  -2.53
O  1.38  0.98  -1.76
Si  -1.34  1.81  3.50
P  1.37  -0.41  -1.27
H  -2.76  2.24  3.92
H  -2.08  -2.23  -0.69
H  -0.64  -1.43  0.34
H  -2.36  -1.21  -2.97
H  -1.12  0.28  -2.85
H  -0.65  -1.09  -3.72
H  3.09  -3.12  -1.97
H  1.52  -2.98  -1.38
H  1.76  -3.25  -3.13
H  2.62  0.26  -3.80
H  3.32  -1.32  -4.11
H  1.62  -0.89  -4.62
H  -0.24  0.43  5.30
H  0.80  1.26  4.29
H  -0.02  2.05  5.56
H  -1.60  -0.47  2.68
H  -2.32  0.60  1.44
H  -0.51  0.27  1.59
H  -1.19  4.18  3.49
H  0.10  3.60  2.34
H  -1.59  3.64  1.80

Calculated E (a.u.), listed in the same order as above: -3453.4442; -1922.5797; -1224.3701; -620.3950; -310.5916; -3293.7072; -591.5247; -4519.2532; -522.2505; -327.9598; -382.1846; -1094.8441